ORCA calculation (ωB97M-V/def2-TZVPD) on a structure of composition C31H23Cl2N5PdS2Se at a distorted geometry.

As for the spin multiplicity: 1. The value obtained for the energy relative to the best compared isomer or geometry (same formula, charge and spin) is 95.5 kcal/mol. The charge is -2. The HOMO energy comes out at -0.255 eV. The max |F| comes out at 2.9 eV/A. The value obtained for the gap between HOMO and LUMO is 4.3 eV.

```
65
Properties=species:S:1:pos:R:3:forces:R:3:mulliken_charge:R:1
Pd -1.978909 -0.741884 0.091571 -0.93 0.48 -0.13 0.183
Se -4.204884 0.083436 -1.411496 0.08 0.00 0.23 -0.353
Cl -0.722639 -4.927349 -0.311778 -0.03 -0.21 0.09 -0.302
Cl 0.925546 -1.648954 1.441745 0.70 2.14 -0.64 0.735
S 5.150698 -1.448776 -1.802516 -0.04 -0.02 -0.03 -0.161
S -4.217007 5.186932 1.678655 -0.02 -0.01 -0.01 -0.161
N -1.325318 1.867432 1.222178 -0.18 -0.06 0.09 -0.206
N -2.565386 -2.234560 -2.063609 -0.06 -0.18 -0.07 0.458
N -2.594770 -2.755279 1.895287 0.41 -0.55 0.00 -0.611
N -1.513806 -0.360722 -2.505428 -0.13 0.06 -0.23 0.561
N 0.045832 -0.376259 0.903959 -0.05 0.25 -0.85 -0.814
C 0.543730 -4.516019 2.038992 0.41 -1.30 1.44 -0.721
C 0.693532 0.804574 0.500081 0.37 0.04 0.98 0.562
C -1.650639 -3.365601 1.606146 -1.16 0.34 0.71 -0.177
C 6.180577 -2.809157 -1.954790 0.02 0.00 -0.02 -0.455
C 1.728395 3.358837 -0.217979 -0.10 0.00 0.03 -1.392
C 2.459208 2.233180 -0.368434 -0.01 0.01 0.04 -1.203
C 0.940819 -1.499956 3.094693 0.39 -0.33 2.20 -1.094
C -4.515161 6.875604 1.663869 -0.01 0.03 0.01 -0.455
C 5.829442 -3.788401 -1.075281 -0.02 -0.01 0.02 -0.484
C -0.401114 4.378888 0.508829 0.01 -0.01 0.02 -0.503
C 4.226693 -2.175986 -0.533170 0.07 0.11 0.12 -0.412
C 1.097832 -2.711716 3.710032 -0.31 0.38 0.23 -0.273
C 0.420974 3.270907 0.340407 0.13 0.06 -0.16 1.463
C -2.289578 6.723782 1.048369 0.00 0.03 0.01 -0.482
C 2.394863 -2.450350 0.854595 -0.14 1.00 -0.85 -0.669
C -2.565527 5.388894 1.207616 0.04 -0.06 -0.01 0.477
C -1.677460 4.243008 1.026231 -0.02 0.05 -0.02 0.826
C 2.967319 -0.107217 -0.210978 -0.19 0.18 -0.04 -0.900
C -3.620097 -3.165331 -1.748202 0.00 0.07 0.04 -1.078
C -1.258017 1.041324 -2.722167 0.02 0.00 0.11 -1.028
C 2.013198 0.910766 0.006686 0.00 -0.06 -0.18 1.148
C 4.718638 -3.426483 -0.269738 0.04 0.06 0.03 -0.363
C -0.780147 -1.397580 -3.052084 -0.05 0.00 -0.01 -0.580
C -3.400680 7.569154 1.307388 0.00 -0.01 -0.01 -0.434
C -1.418799 -2.548727 -2.771109 -0.09 0.10 -0.24 -0.501
C -2.071625 2.925285 1.356479 0.04 -0.02 0.02 -1.130
C -0.066018 1.984581 0.714262 -0.08 -0.03 -0.21 -0.717
C 3.046422 -1.483426 0.110073 0.95 -1.21 -0.18 1.909
C 1.043258 -4.056307 3.222981 0.03 -0.08 -0.56 -0.187
C -2.639092 -0.859175 -1.841379 0.92 -0.40 0.22 -0.778
C -0.456580 -3.994227 1.190451 0.35 1.77 -1.93 1.758
H 6.980296 -2.818456 -2.678549 -0.01 0.00 -0.01 0.381
H -0.019091 5.351549 0.214030 -0.01 0.00 -0.01 0.259
H -3.368067 8.647680 1.232003 0.00 0.00 0.00 0.344
H 1.353447 -2.625029 4.765521 -0.23 0.03 0.08 0.300
H -4.012783 -2.951869 -0.755714 0.00 0.00 0.00 0.333
H -1.734555 1.394661 -3.643212 0.01 0.00 -0.01 0.305
H 2.119700 4.327118 -0.513338 0.00 0.00 -0.01 0.329
H -1.130776 -3.568048 -2.955128 0.01 0.03 0.01 0.482
H -1.659541 1.605106 -1.882129 0.00 0.00 0.00 0.285
H -3.071021 2.745112 1.750866 0.00 0.01 0.01 0.342
H -0.180794 1.202150 -2.769267 0.00 0.01 0.00 0.299
H 0.068400 -2.687869 0.855381 -1.21 -2.64 -0.39 -0.558
H -5.489760 7.261036 1.915355 0.00 0.00 0.00 0.400
H 3.459207 2.301858 -0.784663 0.00 -0.01 -0.01 0.298
H 1.545155 -4.801540 3.834557 0.28 0.04 -0.14 0.257
H -1.314157 7.089521 0.762178 0.00 0.00 0.00 0.332
H 6.342841 -4.738653 -1.005467 0.00 0.00 0.01 0.346
H 0.179427 -1.230627 -3.508726 0.00 0.00 0.00 0.458
H -4.437602 -3.088320 -2.472530 0.00 -0.01 0.00 0.332
H 4.267563 -4.046172 0.491095 0.02 -0.04 -0.01 0.376
H 3.871324 0.272547 -0.671445 -0.01 0.05 -0.01 0.072
H 0.939968 -5.468193 1.692163 -0.20 -0.09 0.20 0.234
H -3.202919 -4.170729 -1.754435 -0.01 -0.01 -0.01 0.339
```
Positions in Å, forces in eV/Å.